{"formula": "C6H6NO4", "method": "ωB97M-V/def2-TZVPD", "s_squared": 2.02, "relative_energy_kj_mol": 67.7, "spin_multiplicity": 3, "total_energy_ev": -15992.1856, "lumo_ev": [3.60, 3.15], "charge": -1, "elements": ["C", "C", "C", "C", "C", "C", "N", "O", "O", "O", "O", "H", "H", "H", "H", "H", "H"], "xyz": [[1.4404, -1.6428, 0.9181], [-0.5966, -0.2458, 1.7988], [-0.6108, -1.8347, 0.0428], [1.2929, -0.3818, 0.2141], [-0.2692, -0.3186, 0.3096], [-1.0457, 0.8301, -0.4009], [-0.6281, 0.6536, 2.7029], [0.4058, -2.5099, 0.4956], [-1.6026, -2.3608, -0.4284], [0.1255, 0.8014, 3.6719], [-1.6055, 1.4287, 2.5001], [2.4527, -2.1309, 1.0902], [1.9052, 0.4760, 0.5693], [1.6488, -0.4191, -0.9684], [-2.1171, 0.4523, -0.3630], [-0.6087, 1.0343, -1.4716], [-1.0482, 1.7040, 0.1198]], "nbo_charge": [0.169, -0.044, 0.810, -0.496, -0.212, -0.596, 0.357, -0.494, -0.602, -0.541, -0.581, 0.169, 0.241, 0.181, 0.238, 0.174, 0.229]}


{"formula": "C33H37AsKN5O7S", "method": "ωB97M-V/def2-TZVPD", "relative_energy_kj_mol": 134.1, "spin_multiplicity": 1, "total_energy_ev": -144608.9165, "lumo_ev": 3.84, "charge": -2, "elements": ["K", "O", "C", "O", "C", "C", "C", "C", "C", "N", "C", "O", "O", "H", "H", "H", "O", "C", "C", "O", "O", "C", "C", "C", "C", "C", "C", "C", "C", "C", "C", "C", "C", "H", "H", "H", "H", "H", "H", "H", "H", "H", "H", "H", "S", "C", "N", "C", "C", "C", "N", "H", "H", "H", "H", "H", "H", "H", "H", "N", "C", "C", "C", "N", "C", "C", "H", "H", "H", "H", "H", "H", "C", "As", "C", "C", "H", "H", "H", "H", "H", "H", "H", "H", "H"], "xyz": [[-0.0576, 0.0515, -0.0258], [-2.7395, 3.0951, -1.9983], [-1.8516, 2.3081, -1.6572], [-1.6767, 1.7846, -0.5313], [-0.7962, 1.9575, -2.7163], [-0.8860, 2.4669, -4.0094], [0.1518, 2.2285, -4.8930], [1.2486, 1.5108, -4.4502], [1.2403, 1.0248, -3.1474], [0.2342, 1.2345, -2.3131], [2.4259, 0.2396, -2.5957], [3.4983, 0.3143, -3.2072], [2.1902, -0.4243, -1.5573], [-1.7574, 3.0445, -4.2819], [0.1139, 2.6097, -5.9093], [2.1092, 1.3180, -5.0728], [-2.1763, -0.8731, -0.0965], [-2.9119, -0.9233, 1.1188], [-2.0168, -0.3941, 2.3490], [-2.6209, -0.1111, 3.3812], [-0.7979, -0.4043, 2.1266], [-3.2045, -2.3314, 1.5121], [-2.4561, -3.3955, 1.0079], [-2.7196, -4.6919, 1.4062], [-3.7234, -4.9571, 2.3241], [-4.4456, -3.9026, 2.8621], [-4.1917, -2.6058, 2.4620], [-4.1696, -0.1121, 0.8968], [-5.1243, -0.6331, 0.0279], [-6.2391, 0.1016, -0.3248], [-6.4154, 1.3764, 0.1880], [-5.4579, 1.9087, 1.0330], [-4.3351, 1.1775, 1.3781], [-2.1290, 0.0804, -0.3139], [-1.6754, -3.1930, 0.2896], [-2.1424, -5.5094, 0.9902], [-3.9417, -5.9749, 2.6249], [-5.2194, -4.0974, 3.5966], [-4.7474, -1.7879, 2.8967], [-4.9649, -1.6192, -0.3900], [-6.9640, -0.3143, -1.0147], [-7.2875, 1.9553, -0.0883], [-5.5759, 2.9157, 1.4076], [-3.5774, 1.5987, 2.0173], [0.0760, -4.0105, -2.3853], [1.3903, -3.9151, -1.3765], [2.3850, -3.0413, -1.5587], [3.4828, -2.9656, -0.6238], [3.0326, -3.3975, 0.7671], [2.4795, -4.8124, 0.6600], [1.5146, -4.8743, -0.4150], [2.1462, -2.1067, -1.9256], [3.8229, -1.9309, -0.6200], [4.2993, -3.6161, -0.9737], [2.2443, -2.7219, 1.1031], [3.8626, -3.3653, 1.4726], [2.0057, -5.1098, 1.5989], [3.3012, -5.5198, 0.4555], [0.6815, -5.4236, -0.2862], [5.6082, -0.7997, 4.2285], [4.6191, -0.4667, 3.3118], [3.2748, -0.4500, 3.6825], [2.3324, 0.0079, 2.7770], [2.6516, 0.4121, 1.5570], [3.9164, 0.3609, 1.1870], [4.9415, -0.0589, 2.0195], [5.3152, -1.3882, 4.9927], [6.4965, -1.0621, 3.8332], [2.9891, -0.7784, 4.6722], [1.2765, 0.0553, 3.0155], [4.1176, 0.6680, 0.1709], [5.9709, -0.0605, 1.6910], [1.7777, 3.4040, 2.6689], [0.5861, 2.6368, 1.2590], [1.7731, 3.1928, -0.2037], [-0.6111, 4.2053, 1.2809], [2.0859, 4.4216, 2.4206], [2.6682, 2.7859, 2.7658], [1.2713, 3.4177, 3.6350], [1.5873, 4.2252, -0.5066], [1.6306, 2.5569, -1.0667], [2.8118, 3.0988, 0.1136], [-0.0753, 5.1397, 1.0903], [-1.0852, 4.2775, 2.2618], [-1.3887, 4.0732, 0.5353]], "mulliken_charge": [0.834, -0.868, -0.370, -0.494, 0.180, -0.760, -0.366, -0.729, 0.222, 0.912, -0.042, -0.878, -0.114, 0.511, 0.387, 0.497, -0.669, 3.382, -0.266, -0.799, -0.482, -0.875, -0.538, -0.788, -0.318, -1.010, -0.100, -0.794, -0.364, -0.810, -0.350, -0.847, 0.154, 0.011, 0.511, 0.392, 0.378, 0.346, 0.514, 0.423, 0.361, 0.356, 0.357, 0.403, -0.497, 0.218, -0.164, -0.503, 0.039, -0.743, -0.183, 0.257, 0.195, 0.255, -0.151, 0.357, 0.390, 0.293, 0.211, -0.614, 0.944, -0.820, -0.625, 1.215, -1.024, -0.681, 0.209, 0.201, 0.344, 0.345, 0.290, 0.271, -1.407, 1.475, -1.022, -1.422, 0.400, 0.330, 0.383, 0.463, -0.097, 0.370, 0.384, 0.389, 0.225]}


{"formula": "C21H33N5O3", "method": "ωB97M-V/def2-TZVPD", "relative_energy_kj_mol": 2.9, "spin_multiplicity": 1, "total_energy_ev": -35905.0869, "lumo_ev": 0.65, "elements": ["C", "O", "C", "C", "C", "N", "C", "O", "C", "C", "C", "C", "C", "C", "C", "C", "C", "N", "C", "O", "C", "C", "N", "N", "C", "N", "C", "C", "C", "H", "H", "H", "H", "H", "H", "H", "H", "H", "H", "H", "H", "H", "H", "H", "H", "H", "H", "H", "H", "H", "H", "H", "H", "H", "H", "H", "H", "H", "H", "H", "H", "H"], "xyz": [[-1.4226, -2.6351, -0.2844], [-0.5734, -1.7640, 0.4290], [-1.1393, -0.4825, 0.5642], [-0.3128, 0.3541, 1.5412], [-0.6312, 1.8400, 1.3504], [-0.0902, 2.3163, 0.0895], [-0.9368, 2.7119, -0.9088], [-2.1387, 2.8038, -0.7156], [-0.3156, 3.0097, -2.2562], [0.3502, 1.8835, -3.0876], [-0.1149, 2.6374, -4.3488], [-1.1950, 3.3218, -3.4925], [-2.6361, 2.7606, -3.5722], [-3.1724, 4.1953, -3.3828], [-1.7632, 4.7305, -3.7286], [1.3415, 2.1133, -0.0359], [1.6782, 0.6359, 0.1201], [1.1189, 0.1355, 1.3682], [1.9476, -0.4241, 2.2833], [3.1544, -0.5162, 2.1031], [1.3414, -1.0021, 3.5637], [0.3557, -2.0999, 3.3436], [-0.9200, -2.0384, 3.6184], [-1.4816, -3.2277, 3.2345], [-0.5229, -3.9590, 2.7414], [0.6652, -3.3005, 2.7871], [1.9836, -3.7776, 2.3600], [1.9276, -4.2349, 0.9097], [2.4868, -4.8595, 3.3065], [-0.9045, -3.5870, -0.3906], [-2.3593, -2.8009, 0.2575], [-1.6496, -2.2377, -1.2813], [-1.1931, 0.0030, -0.4208], [-2.1616, -0.5428, 0.9566], [-0.5942, 0.0709, 2.5510], [-1.7048, 2.0111, 1.3494], [-0.1861, 2.4101, 2.1713], [0.3985, 3.8328, -2.1388], [1.4166, 1.7001, -2.9612], [-0.1891, 0.9417, -2.9672], [0.6437, 3.3477, -4.6852], [-0.4615, 2.0500, -5.1987], [-2.8267, 2.3878, -4.5815], [-2.9410, 2.0152, -2.8429], [-3.9939, 4.5088, -4.0251], [-3.4297, 4.3793, -2.3423], [-1.3606, 5.5315, -3.1064], [-1.6740, 5.0220, -4.7772], [1.6995, 2.4917, -0.9872], [1.8439, 2.6771, 0.7580], [1.2568, 0.0672, -0.7156], [2.7526, 0.4788, 0.1499], [2.1908, -1.3410, 4.1542], [0.8316, -0.2281, 4.1392], [-0.6411, -4.9556, 2.3488], [2.6458, -2.9138, 2.4165], [2.9258, -4.5148, 0.5722], [1.2790, -5.1054, 0.7903], [1.5573, -3.4292, 0.2755], [3.4927, -5.1698, 3.0234], [2.5148, -4.4924, 4.3327], [1.8371, -5.7362, 3.2748]], "nbo_charge": [-0.246, -0.560, -0.078, -0.074, -0.225, -0.449, 0.700, -0.638, -0.316, -0.394, -0.390, 0.004, -0.406, -0.395, -0.408, -0.223, -0.232, -0.441, 0.702, -0.647, -0.548, 0.349, -0.316, -0.290, 0.146, -0.361, -0.046, -0.615, -0.610, 0.188, 0.185, 0.167, 0.169, 0.195, 0.249, 0.255, 0.199, 0.220, 0.202, 0.206, 0.201, 0.206, 0.194, 0.225, 0.198, 0.223, 0.202, 0.203, 0.223, 0.199, 0.198, 0.253, 0.253, 0.257, 0.205, 0.234, 0.221, 0.201, 0.231, 0.219, 0.219, 0.207]}


{"formula": "C25H32FeN5O6", "method": "ωB97M-V/def2-TZVPD", "spin_multiplicity": 1, "total_energy_ev": -80568.5277, "lumo_ev": 2.51, "charge": -1, "elements": ["Fe", "C", "C", "N", "O", "C", "C", "N", "O", "H", "H", "H", "H", "H", "H", "H", "O", "C", "C", "O", "O", "C", "C", "C", "C", "C", "C", "C", "C", "C", "C", "C", "C", "H", "H", "H", "H", "H", "H", "H", "H", "H", "H", "H", "O", "C", "N", "C", "C", "N", "C", "C", "C", "C", "N", "H", "H", "H", "H", "H", "H", "H", "H", "H", "H", "H", "H", "H", "H"], "xyz": [[-0.5671, 1.7314, -0.3232], [-0.6987, 5.9386, -0.2086], [-0.9006, 4.4621, -0.0887], [-0.0109, 3.5929, -0.4043], [1.1891, 4.0679, -0.9195], [-2.1431, 3.8918, 0.3796], [-3.2943, 4.7005, 0.8777], [-2.1808, 2.5728, 0.3299], [-3.2300, 1.9585, 0.6929], [0.0984, 6.1655, -0.9114], [-0.4328, 6.3622, 0.7632], [-1.6216, 6.4169, -0.5353], [1.6217, 3.2207, -1.1240], [-2.9627, 5.5229, 1.5166], [-3.9462, 4.0425, 1.4498], [-3.8890, 5.1320, 0.0649], [-1.1301, -0.2131, -0.1822], [-1.0174, -0.8958, 1.0645], [-0.3234, 0.1342, 2.0408], [-0.1482, -0.2317, 3.1976], [0.1452, 1.1819, 1.4918], [-2.3656, -1.4094, 1.5849], [-3.5293, -1.3016, 0.8327], [-4.7237, -1.8449, 1.2882], [-4.7804, -2.4960, 2.5082], [-3.6272, -2.5967, 3.2731], [-2.4335, -2.0637, 2.8141], [-0.0805, -2.0959, 0.8444], [0.5922, -2.7167, 1.8970], [1.4217, -3.8037, 1.6659], [1.6005, -4.2970, 0.3805], [0.9471, -3.6780, -0.6729], [0.1209, -2.5850, -0.4432], [-1.8886, -0.4739, -0.7164], [-3.5556, -0.7302, -0.0820], [-5.6170, -1.7277, 0.6877], [-5.7144, -2.9113, 2.8670], [-3.6528, -3.0880, 4.2384], [-1.5547, -2.1237, 3.4353], [0.5003, -2.3084, 2.8926], [1.9400, -4.2610, 2.5003], [2.2470, -5.1478, 0.2030], [1.0788, -4.0422, -1.6852], [-0.3550, -2.0987, -1.2836], [-2.2598, 2.5630, -4.1558], [-1.7478, 2.1394, -3.1561], [-1.2224, 1.6736, -2.2015], [3.3678, -2.6684, -2.2159], [3.8453, -1.2260, -2.3322], [3.2250, -0.3314, -1.3678], [3.7776, -0.3226, -0.0165], [2.9667, -1.1018, 1.0105], [2.1391, 0.4336, -1.6735], [1.6196, 0.4019, -3.0823], [1.5376, 1.1990, -0.8257], [3.8052, -3.2804, -3.0076], [2.2811, -2.7174, -2.2998], [3.6447, -3.1039, -1.2553], [3.6614, -0.8525, -3.3368], [4.9271, -1.1763, -2.1810], [3.8908, 0.7165, 0.3086], [4.7876, -0.7302, -0.0913], [1.9678, -0.6872, 1.1238], [3.4515, -1.0473, 1.9868], [2.8623, -2.1512, 0.7316], [2.3296, 0.8777, -3.7631], [0.6739, 0.9382, -3.0981], [1.4523, -0.6194, -3.4277], [1.8882, 1.1199, 0.1246]], "nbo_charge": [0.905, -0.668, 0.238, -0.135, -0.584, -0.009, -0.658, 0.046, -0.579, 0.237, 0.222, 0.221, 0.498, 0.196, 0.251, 0.203, -0.697, 0.087, 0.804, -0.701, -0.741, -0.035, -0.141, -0.227, -0.230, -0.205, -0.194, -0.016, -0.157, -0.235, -0.251, -0.204, -0.228, 0.511, 0.205, 0.206, 0.201, 0.200, 0.236, 0.245, 0.207, 0.205, 0.203, 0.224, -0.679, 0.739, -0.827, -0.619, -0.200, -0.434, -0.217, -0.633, 0.531, -0.688, -0.814, 0.203, 0.218, 0.211, 0.207, 0.187, 0.200, 0.191, 0.236, 0.214, 0.216, 0.214, 0.292, 0.211, 0.380]}


{"formula": "C4H2N2O", "method": "ωB97M-V/def2-TZVPD", "relative_energy_kj_mol": 68.9, "spin_multiplicity": 1, "total_energy_ev": -9206.0247, "lumo_ev": -0.44, "elements": ["N", "C", "C", "C", "C", "N", "O", "H", "H"], "xyz": [[-2.0499, 2.9283, 1.8176], [-1.2900, 2.1537, 1.4084], [-0.4447, 1.1923, 0.8834], [0.2116, 0.3147, 0.3795], [1.0002, -0.7594, -0.2504], [0.3057, -1.4357, -1.1995], [2.1491, -0.9837, 0.0662], [-0.6580, -1.2314, -1.4111], [0.7759, -2.1788, -1.6940]], "nbo_charge": [-0.228, 0.213, -0.096, 0.032, 0.596, -0.794, -0.545, 0.408, 0.414]}


{"formula": "H30O15", "method": "ωB97M-V/def2-TZVPD", "relative_energy_kj_mol": 431.7, "spin_multiplicity": 1, "total_energy_ev": -31197.1914, "lumo_ev": -0.38, "elements": ["H", "H", "H", "H", "H", "H", "H", "H", "H", "H", "H", "H", "H", "H", "H", "H", "H", "H", "H", "H", "H", "H", "H", "H", "H", "H", "H", "H", "H", "H", "O", "O", "O", "O", "O", "O", "O", "O", "O", "O", "O", "O", "O", "O", "O"], "xyz": [[1.1464, 0.3931, -0.4253], [-0.3131, 0.6636, -0.7520], [-2.7721, -4.4834, -1.1864], [-2.3239, -3.1710, -1.8084], [4.3559, 0.6507, 2.1490], [4.3519, 0.1212, 3.5737], [2.3115, 0.0558, -2.9942], [0.8356, 0.0934, -3.3551], [-0.8212, 4.4207, -1.6282], [-1.4754, 3.0876, -1.3045], [-2.1961, -0.6998, 3.1635], [-2.9679, -1.3029, 4.3257], [-1.5475, -3.2195, 1.0826], [-0.6059, -3.6796, -0.0181], [4.3258, -3.3606, 0.0230], [3.3209, -3.0222, -1.0659], [1.1080, -1.8073, -0.9137], [1.4355, -1.5593, -2.3770], [-4.0258, 1.7168, -1.7930], [-5.4893, 1.3066, -1.7938], [-4.7320, -1.9872, -0.8268], [-3.2796, -1.5410, -0.7853], [0.4075, -0.3346, 3.6546], [1.0744, 1.0312, 3.6470], [2.5401, 3.0983, -1.1190], [1.5169, 3.4509, -0.0519], [-2.0250, 3.4423, 1.2295], [-0.7203, 3.9444, 1.8259], [4.4883, 0.5440, -1.3796], [3.4989, 0.9349, -0.2941], [0.2688, 0.4089, -0.0271], [-2.9367, -3.5341, -1.1591], [3.7618, 0.4138, 2.8700], [1.6133, 0.6573, -3.2767], [-1.6821, 4.0113, -1.4859], [-3.0817, -0.9742, 3.4268], [-0.6463, -3.1104, 0.7587], [4.2293, -2.8539, -0.7912], [1.1536, -1.1067, -1.5741], [-4.9137, 2.0684, -1.6625], [-4.0230, -1.7632, -0.2134], [0.2154, 0.6055, 3.7464], [2.2950, 2.9038, -0.2074], [-1.3030, 3.1768, 1.8101], [3.6268, 0.3097, -1.0165]], "nbo_charge": [0.486, 0.448, 0.469, 0.461, 0.470, 0.469, 0.478, 0.460, 0.466, 0.469, 0.478, 0.460, 0.492, 0.453, 0.469, 0.459, 0.489, 0.450, 0.462, 0.467, 0.460, 0.453, 0.463, 0.478, 0.473, 0.476, 0.472, 0.456, 0.468, 0.484, -0.934, -0.934, -0.938, -0.937, -0.934, -0.939, -0.945, -0.928, -0.942, -0.928, -0.909, -0.941, -0.949, -0.927, -0.953]}